Entry 1:
Below is a molecular structure, C8H17N2S at a distorted geometry, with properties calculated with ωB97M-V/def2-TZVPD.

Summary:
* net charge: +1
* HOMO-LUMO gap: 8.22 eV
* energy relative to the best compared isomer or geometry (same formula, charge and spin): 69.6 kcal per mole

Last column: Mulliken charge in e.
Atoms and positions in Å:
C (-0.4435, -1.7109, -0.4221)  0.66
C (-0.4044, -3.0085, -0.4870)  -1.21
C (-1.1524, -0.8801, -1.4643)  -0.90
C (-1.6900, 0.4961, -0.9974)  -0.57
C (-0.1936, 0.4678, 0.9253)  -1.29
C (0.3854, -0.8456, 0.4306)  1.00
C (1.4216, -1.4722, 1.3112)  -1.42
C (-1.0217, 2.6221, 0.1612)  -0.84
N (3.1088, 0.4425, -0.3382)  -0.40
N (-0.7116, 1.2357, -0.2078)  0.17
S (1.7591, 0.2016, -1.2298)  -0.09
H (0.0781, -3.8618, 0.0776)  0.27
H (-1.0107, -3.5618, -1.3191)  0.23
H (-0.5703, -0.6416, -2.4090)  0.26
H (-1.9722, -1.4379, -1.8656)  0.54
H (-2.0877, 1.0357, -1.8492)  0.43
H (-2.6505, 0.2605, -0.4702)  0.34
H (-1.0169, 0.3723, 1.5607)  0.53
H (0.5802, 1.0900, 1.3821)  0.42
H (2.5238, -1.0954, 1.2550)  0.32
H (1.6204, -2.5429, 1.1822)  0.34
H (1.3061, -1.2843, 2.3435)  0.41
H (-0.1373, 3.1803, 0.5390)  0.35
H (-1.2794, 3.1415, -0.7355)  0.38
H (-1.6206, 2.5901, 1.0733)  0.34
H (3.8271, -0.1074, -0.8844)  0.30
H (3.6079, 1.2578, -0.0010)  0.23
H (0.2412, 1.2375, -0.6626)  0.18

Entry 2:
Below is 7 unconnected molecules or ions with the total composition C27H69BN2O10P at a distorted geometry, with properties calculated with ωB97M-V/def2-TZVPD.

Summary:
* net charge: -1
* HOMO-LUMO gap: 6.72 eV

Last column: Mulliken charge in e.
Atoms and positions in Å:
C (2.3365, -3.0195, -3.4828)  -0.45
O (1.1680, -2.8348, -4.2879)  -0.48
B (0.3541, -1.8158, -3.7338)  0.48
O (0.7934, -0.4811, -3.9576)  -0.45
N (-0.8620, -2.1117, -2.9286)  -0.02
C (-2.1007, -1.9393, -3.7155)  0.25
P (-3.2910, -3.3893, -3.4654)  0.37
N (-2.8521, -4.7193, -4.2308)  -0.82
C (-2.9300, -0.6542, -3.2755)  0.18
O (-3.4663, -0.7664, -2.1439)  -0.66
O (-3.0662, 0.3668, -4.0204)  -0.75
H (3.2804, -2.6506, -3.9680)  0.26
H (2.2413, -2.4723, -2.5100)  0.06
H (2.4981, -4.1147, -3.2829)  0.26
H (0.7128, 0.0256, -3.1299)  0.28
H (-0.8646, -1.5090, -2.0978)  0.05
H (-1.8530, -1.8508, -4.8110)  0.19
H (-4.5549, -2.8677, -3.9118)  0.06
H (-3.3819, -3.5413, -2.0532)  0.02
H (-2.7308, -5.4274, -3.5015)  0.22
C (-2.9432, -1.8120, 3.9934)  -0.87
C (-2.1351, -2.4028, 2.8506)  -0.19
O (-2.9153, -2.7217, 1.7146)  -0.46
C (-3.5783, -1.6302, 1.0840)  -0.62
C (-2.6330, -0.5803, 0.5385)  -0.58
H (-3.8048, -2.4419, 4.2249)  0.29
H (-2.3244, -1.7145, 4.8884)  0.46
H (-3.3225, -0.8197, 3.7409)  0.06
H (-1.6856, -3.3416, 3.1838)  0.39
H (-1.3063, -1.7417, 2.5726)  0.09
H (-4.3117, -1.1838, 1.7659)  0.27
H (-4.1439, -2.0565, 0.2539)  0.32
H (-2.1195, -0.0476, 1.3466)  0.37
H (-3.1786, 0.1535, -0.0514)  0.38
H (-1.8676, -1.0392, -0.0879)  0.08
C (-4.1614, 2.7572, -6.2236)  -0.97
C (-4.5481, 1.3333, -6.5746)  -0.09
O (-5.5297, 1.2505, -7.6082)  -0.45
C (-5.1558, 1.7763, -8.8656)  -0.30
C (-3.9701, 1.0616, -9.4925)  -1.03
H (-5.0506, 3.3617, -6.0252)  0.27
H (-3.5200, 2.7661, -5.3414)  0.32
H (-3.6151, 3.2377, -7.0409)  0.27
H (-4.9884, 0.8638, -5.6959)  0.22
H (-3.6683, 0.7394, -6.8347)  0.22
H (-4.9712, 2.8544, -8.7908)  0.28
H (-6.0250, 1.6537, -9.5170)  0.33
H (-3.0515, 1.2459, -8.9318)  0.26
H (-3.8119, 1.4097, -10.5159)  0.39
H (-4.1338, -0.0179, -9.5056)  0.27
C (5.6726, -0.7262, 1.3412)  -0.92
C (4.5691, -0.6192, 0.3024)  -0.42
O (4.0417, -1.8742, -0.0920)  -0.42
C (3.4174, -2.6426, 0.9237)  -0.48
C (2.2007, -1.9666, 1.5331)  -0.95
H (6.4388, -1.4346, 1.0205)  0.28
H (6.1375, 0.2480, 1.5055)  0.35
H (5.2845, -1.0765, 2.3008)  0.27
H (4.9791, -0.1646, -0.6016)  0.34
H (3.7661, 0.0421, 0.6467)  0.29
H (4.1442, -2.9183, 1.6961)  0.35
H (3.1007, -3.5731, 0.4482)  0.37
H (2.4823, -1.0846, 2.1132)  0.27
H (1.6786, -2.6527, 2.2023)  0.41
H (1.5106, -1.6382, 0.7533)  0.25
C (-0.9590, 3.3223, -1.1569)  -1.16
C (-1.7561, 3.2223, 0.1311)  -0.17
O (-0.9728, 2.8291, 1.2509)  -0.36
C (0.0765, 3.7047, 1.6176)  -0.35
C (-0.4038, 5.0851, 2.0337)  -1.07
H (-0.3871, 2.4082, -1.3281)  0.27
H (-1.6248, 3.4874, -2.0052)  0.36
H (-0.2479, 4.1524, -1.1238)  0.33
H (-2.5219, 2.4551, 0.0097)  0.23
H (-2.2837, 4.1590, 0.3434)  0.33
H (0.8181, 3.7715, 0.8138)  0.32
H (0.5794, 3.2365, 2.4669)  0.32
H (-0.8188, 5.6353, 1.1865)  0.27
H (0.4239, 5.6711, 2.4387)  0.40
H (-1.1883, 5.0085, 2.7897)  0.26
C (-5.2283, 1.1968, 8.7176)  -1.11
C (-4.4234, 0.6011, 7.5748)  -0.27
O (-5.2074, 0.2808, 6.4396)  -0.42
C (-5.8665, 1.3630, 5.8030)  -0.33
C (-4.9147, 2.4071, 5.2448)  -1.00
H (-6.0906, 0.5685, 8.9507)  0.30
H (-4.6080, 1.2937, 9.6108)  0.40
H (-5.6061, 2.1901, 8.4649)  0.26
H (-3.9773, -0.3374, 7.9097)  0.32
H (-3.5930, 1.2579, 7.2935)  0.31
H (-6.5981, 1.8176, 6.4804)  0.33
H (-6.4344, 0.9287, 4.9780)  0.33
H (-4.3999, 2.9463, 6.0437)  0.26
H (-5.4602, 3.1391, 4.6468)  0.40
H (-4.1504, 1.9384, 4.6216)  0.23
C (10.7163, 0.7295, 0.9800)  -1.14
C (9.5985, 0.0605, 1.7616)  -0.17
O (9.2261, -1.2048, 1.2430)  -0.35
C (10.2295, -2.2058, 1.2461)  -0.30
C (10.7203, -2.5664, 2.6379)  -1.08
H (10.4820, 0.7509, -0.0862)  0.31
H (10.8674, 1.7521, 1.3307)  0.40
H (11.6614, 0.1942, 1.0967)  0.27
H (8.7057, 0.6861, 1.7049)  0.22
H (9.8544, -0.0214, 2.8237)  0.30
H (11.0627, -1.9148, 0.5972)  0.29
H (9.7768, -3.0900, 0.7931)  0.33
H (11.2771, -1.7429, 3.0910)  0.27
H (11.3827, -3.4329, 2.5958)  0.40
H (9.8794, -2.7937, 3.2962)  0.29

Entry 3:
Below is 4 unconnected molecules or ions with the total composition CH9O3S at a distorted geometry, with properties calculated with ωB97M-V/def2-TZVPD.

Summary:
* HOMO-LUMO gap (alpha / beta): 10.38 / 6.98 eV
* energy relative to the best compared isomer or geometry (same formula, charge and spin): 23.5 kcal per mole
* expectation value of S²: 0.753
* 2S+1: 2

Last column: Mulliken charge in e.
Atoms and positions in Å:
C (1.6140, 0.1409, 0.6940)  -0.68
S (0.3705, 1.2314, 0.0022)  -0.12
H (2.6085, 0.3442, 1.0938)  0.35
H (1.8006, -0.5058, -0.1771)  0.17
H (1.2939, -0.5455, 1.4909)  0.32
H (-2.5477, -0.3583, -0.2280)  0.31
H (-1.7929, 0.9848, -0.1227)  0.25
O (-2.6892, 0.5863, -0.2032)  -0.59
H (1.4751, -1.2956, -3.3543)  0.31
H (1.5246, -2.6745, -3.3539)  0.31
O (1.1925, -1.9979, -3.9516)  -0.62
H (-1.9910, 1.9537, 2.9233)  0.32
H (-1.0025, 1.1319, 2.3717)  0.23
O (-1.8561, 1.0044, 2.8149)  -0.56

Entry 4:
Below is 2 unconnected molecules or ions with the total composition C9H14O at a distorted geometry, with properties calculated with ωB97M-V/def2-TZVPD.

Summary:
* HOMO-LUMO gap: 9.99 eV
* energy relative to the best compared isomer or geometry (same formula, charge and spin): 28.2 kcal per mole
* SMILES: Cc1ccccc1.CCO

Last column: Mulliken charge in e.
Atoms and positions in Å:
C (3.0825, -0.3699, -1.4950)  -1.38
C (2.0345, -1.1455, -0.7890)  0.63
C (1.2936, -2.1634, -1.3138)  -0.22
C (0.3637, -2.8953, -0.5081)  -0.44
C (0.0496, -2.4791, 0.7454)  -0.35
C (0.6707, -1.3449, 1.3049)  -0.59
C (1.6593, -0.7598, 0.5567)  -0.23
H (3.7610, 0.1378, -0.8071)  0.39
H (2.7028, 0.4482, -2.1094)  0.28
H (3.7053, -1.0589, -2.0653)  0.35
H (1.2643, -2.5315, -2.3515)  0.32
H (-0.2012, -3.7369, -0.9457)  0.32
H (-0.6708, -3.0139, 1.3915)  0.32
H (0.5014, -0.9159, 2.2873)  0.41
H (2.0098, 0.3083, 0.7998)  0.19
C (-1.7656, 1.9767, 0.9697)  -1.04
C (-3.1472, 2.5241, 0.6685)  -0.15
O (-3.2595, 3.4220, -0.4175)  -0.53
H (-0.9659, 2.7246, 0.8141)  0.34
H (-1.4283, 1.0693, 0.4314)  0.30
H (-1.6326, 1.8758, 2.0650)  0.33
H (-3.7919, 1.6149, 0.4023)  0.19
H (-3.6251, 3.0843, 1.4702)  0.26
H (-2.6103, 3.2290, -1.1044)  0.29

Entry 5:
Below is a molecular structure, C17H13ClIrN3O5S at a distorted geometry, with properties calculated with ωB97M-V/def2-TZVPD.

Summary:
* net charge: +2
* HOMO-LUMO gap (alpha / beta): 5.19 / 5.20 eV
* energy relative to the best compared isomer or geometry (same formula, charge and spin): 17.1 kcal per mole

Last column: Mulliken charge in e.
Atoms and positions in Å:
Ir (0.5365, 1.1958, 0.4785)  1.34
O (-2.1377, 0.2439, -1.4250)  -0.47
S (-1.7370, -0.8794, -0.6527)  1.05
O (-1.8304, -2.1997, -1.1750)  -0.65
N (-0.0025, -0.5041, -0.4033)  -0.26
C (0.9644, -1.1649, -1.0812)  0.79
C (0.8459, -2.3049, -1.9097)  -0.50
C (1.9713, -2.8542, -2.5122)  -1.17
C (3.2278, -2.3271, -2.3133)  -0.63
C (3.4129, -1.1923, -1.4707)  0.73
C (4.6611, -0.5953, -1.2344)  -0.43
C (4.7339, 0.5110, -0.4200)  -0.83
C (3.5717, 1.0077, 0.1558)  0.21
N (2.3780, 0.4420, -0.0412)  -0.16
C (2.2869, -0.6375, -0.8569)  0.28
C (-2.4193, -0.9160, 0.9718)  0.89
C (-1.8654, -0.4040, 2.1379)  0.20
C (-2.5919, -0.4604, 3.3135)  -0.95
C (-3.8675, -1.0088, 3.3193)  -0.53
C (-4.4114, -1.5264, 2.1538)  -0.65
C (-3.6898, -1.4892, 0.9722)  -0.73
H (-0.1176, -2.7542, -2.0834)  0.74
H (1.8476, -3.7191, -3.1490)  0.44
H (4.0905, -2.7701, -2.7951)  0.47
H (5.5518, -1.0012, -1.6977)  0.49
H (5.6719, 1.0073, -0.2172)  0.43
H (3.6094, 1.8774, 0.7958)  0.32
H (-0.8625, 0.0042, 2.1662)  0.27
H (-2.1587, -0.0822, 4.2290)  0.42
H (-4.4337, -1.0442, 4.2398)  0.42
H (-5.3968, -1.9704, 2.1609)  0.43
H (-4.1132, -1.9069, 0.0685)  0.45
Cl (-3.3894, 3.2148, -1.6077)  -0.09
C (-1.8662, 3.9316, -1.0770)  -0.47
C (-0.9824, 2.8916, -0.4792)  0.68
O (-1.2909, 2.1519, 0.5067)  -0.63
O (0.2172, 2.7030, -0.9193)  -0.61
H (-2.0809, 4.6850, -0.3178)  0.31
H (-1.3546, 4.3907, -1.9190)  0.35
O (1.8229, 3.1238, 2.2867)  -0.21
N (1.1981, 2.3308, 1.8014)  0.28

Entry 6:
Below is 2 unconnected molecules or ions with the total composition C15H18O2 at a distorted geometry, with properties calculated with ωB97M-V/def2-TZVPD.

Summary:
* net charge: +1
* HOMO-LUMO gap (alpha / beta): 7.12 / 3.23 eV
* energy relative to the best compared isomer or geometry (same formula, charge and spin): 50.3 kcal per mole
* expectation value of S²: 0.767
* 2S+1: 2

Last column: Mulliken charge in e.
Atoms and positions in Å:
C (-0.5162, 5.2232, 0.3801)  -1.46
C (-0.0798, 1.2340, 1.7865)  0.73
C (-1.1477, 1.5259, 0.9260)  0.04
C (0.8030, 2.2869, 2.1573)  -0.38
C (-1.3625, 2.8343, 0.3776)  -0.93
C (0.6167, 3.5309, 1.7045)  -0.52
C (-0.4896, 3.8108, 0.8454)  1.02
O (0.0703, 0.0454, 2.4346)  -0.51
H (-1.7330, 0.6858, 0.4264)  0.27
H (-0.3445, -0.6804, 1.9137)  0.30
H (1.5454, 2.1132, 3.0021)  0.37
H (-2.0916, 3.0134, -0.3726)  0.47
H (1.3026, 4.2649, 2.0936)  0.41
H (-1.4533, 5.4004, -0.1243)  0.39
H (0.3147, 5.4562, -0.3497)  0.33
H (-0.4988, 6.0233, 1.0925)  0.41
C (1.7141, -1.4021, -0.1239)  -0.55
C (2.0718, -2.0957, 1.1329)  -0.85
C (0.7789, -2.1935, -0.9554)  0.47
C (-0.5197, -2.2623, -0.4104)  0.11
C (0.9581, -2.7172, -2.2200)  -0.47
C (-1.6112, -2.8535, -1.0574)  -1.14
C (-0.2077, -3.1646, -3.0234)  -0.51
C (-1.4446, -3.1346, -2.4553)  0.55
O (-2.4459, -3.5688, -3.1904)  -0.47
H (1.2740, -0.4505, 0.1030)  0.01
H (2.5823, -1.2371, -0.7290)  0.48
H (1.9186, -1.3453, 1.9355)  0.22
H (-0.6499, -1.6794, 0.5283)  0.17
H (1.9822, -2.7553, -2.6929)  0.31
H (-2.4897, -3.1300, -0.5999)  0.43
H (0.0701, -3.4791, -4.0147)  0.42
H (-3.2635, -3.7422, -2.9369)  0.28
H (3.1031, -2.6172, 1.1306)  0.31
H (1.2434, -2.9396, 1.2853)  0.29

no.,DFT total energy (a.u.),M (g mol⁻¹)
1,-822.3658,173.3
2,-2298.2555,623.6
3,-667.3084,101.1
4,-426.5279,138.2
5,-2158.0818,599.0
6,-732.4733,230.3